Entry 1:
{"formula": "C5H4CdO", "method": "ωB97M-V with the def2-TZVPD basis set", "elements": ["C", "H", "H", "H", "C", "C", "C", "C", "O", "Cd", "H"], "xyz": [[-1.507, -0.699, -0.228], [-1.858, -0.961, -1.232], [-2.932, 0.856, 0.584], [-2.240, -0.531, 1.053], [-1.881, 0.630, 0.369], [-0.232, -0.210, -0.127], [1.073, -0.245, -0.050], [2.332, -0.278, 0.012], [3.522, -0.333, 0.072], [5.424, 0.230, -0.238], [-1.701, 1.541, -0.216]], "atomic_forces_ev_per_a": [[-0.513, 2.343, 1.363], [-0.820, -0.718, 0.539], [-0.352, -0.440, 0.443], [1.962, -1.435, -1.436], [-3.262, 1.924, -1.827], [2.998, -3.205, 0.121], [-1.144, 0.955, 0.032], [-2.086, 0.270, -0.131], [-0.438, -0.739, 0.573], [2.070, 0.609, -0.406], [1.586, 0.435, 0.730]], "multiplicity": 2, "total_charge": 1, "homo_ha": [-0.4079, -0.4746]}

Entry 2:
{"formula": "C19H19N7O2", "method": "ωB97M-V with the def2-TZVPD basis set", "elements": ["C", "C", "C", "C", "C", "C", "N", "C", "O", "C", "C", "C", "N", "N", "C", "C", "C", "C", "N", "C", "C", "C", "C", "C", "O", "N", "N", "N", "H", "H", "H", "H", "H", "H", "H", "H", "H", "H", "H", "H", "H", "H", "H", "H", "H", "H", "H"], "xyz": [[-1.833, 1.169, -4.880], [-0.390, 1.190, -4.482], [0.604, 1.585, -5.372], [1.920, 1.591, -4.939], [2.218, 1.207, -3.644], [1.156, 0.828, -2.828], [1.299, 0.416, -1.509], [2.417, 0.404, -0.724], [3.516, 0.744, -1.090], [2.116, -0.121, 0.668], [1.932, -1.649, 0.631], [1.353, -2.126, 1.908], [1.954, -2.781, 2.875], [1.097, -2.997, 3.866], [-0.060, -2.470, 3.521], [-1.315, -2.378, 4.158], [-2.308, -1.741, 3.489], [-2.063, -1.196, 2.182], [-3.096, -0.627, 1.505], [-2.852, 0.092, 0.277], [-1.977, 1.296, 0.473], [-1.251, 2.035, -0.413], [-0.603, 3.038, 0.352], [-0.985, 2.834, 1.640], [-1.822, 1.783, 1.725], [-0.899, -1.267, 1.584], [0.062, -1.900, 2.263], [-0.110, 0.821, -3.240], [-2.175, 2.179, -5.102], [-1.971, 0.563, -5.773], [-2.433, 0.760, -4.071], [0.345, 1.879, -6.377], [2.713, 1.893, -5.608], [3.225, 1.200, -3.266], [0.416, 0.165, -1.080], [2.945, 0.131, 1.329], [1.203, 0.350, 1.042], [2.892, -2.138, 0.472], [1.251, -1.918, -0.181], [-1.441, -2.805, 5.138], [-3.293, -1.631, 3.915], [-3.862, -0.299, 2.072], [-2.361, -0.586, -0.429], [-3.820, 0.385, -0.142], [-1.186, 1.883, -1.471], [0.058, 3.797, -0.012], [-0.746, 3.341, 2.553]], "atomic_forces_ev_per_a": [[0.024, 0.023, -0.042], [0.118, 0.054, -0.194], [0.057, 0.003, 0.033], [-0.266, -0.056, 0.083], [0.122, 0.019, 0.050], [0.193, 0.115, -0.357], [-0.323, -0.104, -0.059], [-0.201, -0.055, 0.544], [0.345, 0.083, -0.157], [0.190, -0.046, -0.131], [-0.097, 0.125, 0.134], [-0.182, 0.090, -0.326], [0.723, 0.085, -0.665], [-0.732, -0.243, 1.003], [0.368, 0.166, -0.572], [-0.410, 0.262, -0.225], [0.250, -0.213, 0.397], [0.809, -0.384, -0.029], [-0.444, 0.122, -0.050], [0.039, 0.104, 0.086], [0.294, 0.114, -0.819], [-0.502, -0.358, 0.351], [-0.077, 0.050, 0.594], [0.522, 0.563, -0.419], [-0.346, -0.345, 0.170], [-0.746, 0.518, -0.653], [0.329, -0.660, 1.173], [-0.059, -0.158, 0.212], [-0.086, 0.049, -0.041], [-0.082, -0.024, -0.071], [-0.040, -0.019, 0.009], [-0.037, 0.025, -0.099], [0.069, 0.016, -0.036], [0.037, -0.009, 0.037], [0.128, 0.060, 0.037], [-0.055, 0.052, -0.078], [-0.017, 0.038, 0.008], [-0.065, -0.045, -0.022], [0.085, -0.043, -0.022], [-0.059, -0.037, 0.104], [-0.093, -0.025, 0.068], [0.109, -0.053, -0.042], [-0.104, 0.142, -0.011], [0.098, -0.099, 0.052], [-0.023, -0.114, -0.198], [0.163, 0.207, -0.007], [-0.021, 0.006, 0.180]], "relative_energy_kcal_mol": 2.0, "smiles": "Cc1cccc(NC(=O)CCc2nnc3ccc(NCc4ccco4)nn23)n1", "total_charge": 0, "homo_ha": -0.3189}